{
  "formula": "C20H37F5N5O6",
  "method": "ωB97M-V/def2-TZVPD",
  "elements": ["O", "C", "F", "N", "C", "O", "F", "C", "C", "N", "C", "C", "C", "C", "F", "F", "F", "N", "H", "H", "H", "H", "H", "H", "H", "C", "O", "C", "C", "N", "C", "C", "O", "C", "H", "H", "H", "H", "H", "H", "H", "H", "H", "H", "H", "H", "H", "H", "H", "C", "O", "C", "C", "N", "C", "C", "O", "C", "H", "H", "H", "H", "H", "H", "H", "H", "H", "H", "H", "H", "H", "H", "H"],
  "xyz": [[2.8833, -3.2628, 2.6666], [2.4865, -3.0705, 1.4839], [1.2368, -2.4163, 1.3283], [3.3441, -3.5666, 0.3837], [2.8536, -4.8295, -0.2059], [1.7263, -5.0392, -0.6877], [3.7915, -5.9208, -0.2643], [3.6347, -2.5351, -0.6298], [3.1199, -2.3656, -2.0777], [3.8379, -1.1580, -2.5553], [4.6875, -0.6734, -1.4855], [5.6859, 0.6062, -1.5969], [7.0062, 0.3216, -0.7224], [7.9989, -0.7660, -1.3414], [9.0830, -0.9081, -0.3998], [7.4409, -2.0684, -1.4949], [8.6014, -0.3856, -2.5741], [4.5980, -1.4851, -0.2793], [2.3901, -3.0319, -2.6441], [3.7747, -0.7441, -3.5009], [5.1746, 1.5944, -1.3269], [6.0279, 0.6115, -2.7074], [6.6695, 0.0440, 0.3342], [7.6029, 1.3058, -0.6265], [5.1122, -1.3821, 0.6169], [-3.7972, 1.2994, 5.6901], [-2.4108, 1.0230, 5.8303], [-2.1379, -0.3464, 6.1309], [-1.4255, -1.0183, 4.9560], [-2.3305, -1.1841, 3.8155], [-1.6485, -1.5795, 2.5806], [-0.6530, -0.5779, 1.9723], [-1.2572, 0.6142, 1.4817], [-1.4451, 1.6290, 2.4581], [-3.9217, 2.3803, 5.6062], [-4.1960, 0.8366, 4.7836], [-4.3569, 0.9541, 6.5650], [-3.0427, -0.8954, 6.4169], [-1.4629, -0.3502, 6.9916], [-1.0572, -2.0006, 5.2685], [-0.5649, -0.3951, 4.6893], [-2.8110, -0.3069, 3.6449], [-2.4335, -1.7631, 1.8381], [-1.1428, -2.5368, 2.7445], [-0.2067, -1.0596, 1.0995], [0.1804, -0.3474, 2.6455], [-0.6783, 1.6090, 3.2370], [-2.4399, 1.5446, 2.9005], [-1.3979, 2.5970, 1.9541], [-4.4694, 3.5577, -4.7809], [-4.8013, 2.9808, -3.5263], [-5.2257, 1.6205, -3.6273], [-4.1981, 0.6918, -2.9787], [-2.9662, 0.6331, -3.7705], [-1.8568, -0.0268, -3.0774], [-1.3127, 0.6518, -1.8096], [-0.6703, 1.9004, -2.0519], [-1.5457, 3.0184, -2.0896], [-4.2977, 4.6248, -4.6298], [-3.5531, 3.1160, -5.1816], [-5.2881, 3.4376, -5.4974], [-5.4318, 1.3274, -4.6635], [-6.1628, 1.5420, -3.0688], [-4.6202, -0.3146, -2.8952], [-4.0005, 1.0686, -1.9694], [-2.6775, 1.5776, -4.0027], [-1.0350, -0.0927, -3.8005], [-2.1476, -1.0555, -2.8395], [-0.5358, -0.0047, -1.4019], [-2.0672, 0.7448, -1.0220], [-2.4134, 2.8937, -1.4365], [-1.8659, 3.2101, -3.1161], [-0.9884, 3.8968, -1.7566]],
  "forces_ev_per_a": [[-2.0, 1.1, -6.1], [0.5, -0.8, 6.6], [3.7, -2.0, -1.0], [-1.4, 1.0, -1.6], [-3.0, -3.2, -2.5], [5.0, 1.5, 2.4], [-1.9, 3.7, 0.6], [-0.6, 0.7, -3.2], [2.9, 1.3, 4.5], [1.1, -1.8, 5.1], [-0.4, -0.4, 0.3], [0.3, -1.7, -1.0], [-0.3, 0.6, -0.3], [2.1, -0.7, 0.7], [-2.7, 0.3, -2.4], [1.0, 3.1, 0.1], [-2.0, -0.9, 3.0], [-2.8, -0.2, -5.9], [1.2, 1.3, 0.8], [0.1, -0.3, 0.9], [0.6, -1.6, -0.3], [-0.8, 0.3, 1.8], [1.0, 0.1, -1.4], [-0.9, -1.7, -0.2], [-0.5, -0.1, -1.1], [0.2, 0.2, 0.0], [-0.4, -0.2, 0.0], [0.6, 0.0, -0.1], [-0.6, 0.2, 0.0], [0.4, 0.0, 0.0], [-0.3, 0.3, 0.0], [-0.3, -0.1, -0.4], [0.3, -0.1, 0.4], [-0.2, 0.1, -0.3], [0.1, -0.1, 0.0], [-0.2, -0.1, 0.0], [0.0, 0.0, -0.1], [0.0, 0.1, -0.2], [0.0, 0.0, 0.0], [0.0, 0.0, 0.0], [0.2, 0.0, 0.2], [0.0, -0.1, 0.1], [0.2, 0.0, 0.0], [0.1, 0.1, 0.1], [-0.3, 0.3, 0.0], [-0.1, 0.1, 0.1], [-0.1, -0.1, 0.0], [0.1, 0.1, 0.2], [0.0, -0.1, -0.1], [-0.1, 0.1, 0.3], [0.0, -0.1, -0.5], [0.1, -0.1, 0.6], [0.1, 0.4, -0.4], [0.0, -0.1, 0.3], [0.1, 0.4, -0.2], [0.2, -0.3, -0.2], [-0.3, -0.2, 0.2], [0.3, 0.1, -0.1], [0.0, -0.1, 0.1], [0.0, 0.0, -0.2], [0.1, 0.0, 0.0], [0.2, 0.1, 0.1], [0.0, 0.0, 0.0], [0.0, 0.0, 0.0], [-0.2, 0.0, 0.1], [-0.1, -0.1, 0.0], [0.0, 0.0, 0.1], [-0.1, 0.1, 0.1], [0.0, 0.0, 0.0], [0.0, 0.1, -0.1], [0.0, -0.1, -0.1], [-0.2, 0.1, 0.1], [0.0, -0.1, 0.0]],
  "mulliken_charge": [-0.444, 0.353, -0.079, 0.239, 0.568, -0.376, -0.214, 0.131, -0.488, -0.034, 0.049, -0.571, -0.816, 0.815, -0.253, -0.231, -0.239, 0.100, 0.437, 0.285, 0.374, 0.363, 0.266, 0.384, 0.333, -0.717, -0.341, -0.821, -0.146, -0.318, -0.936, -0.118, -0.250, -0.726, 0.238, 0.307, 0.345, 0.409, 0.398, 0.385, 0.161, 0.125, 0.342, 0.467, 0.110, 0.292, 0.312, 0.226, 0.308, -0.728, -0.343, -0.834, -0.084, -0.344, -0.892, 0.229, -0.428, -0.597, 0.239, 0.307, 0.347, 0.405, 0.400, 0.400, 0.094, 0.087, 0.383, 0.394, 0.047, 0.128, 0.260, 0.219, 0.307],
  "homo_lumo_gap_ha": 0.218,
  "total_energy_ev": -54649.2385,
  "lumo_ha": -0.1640,
  "total_charge": 1,
  "homo_ev": -10.39
}



{
  "formula": "C20H37GeN3O4SSeSn",
  "method": "ωB97M-V/def2-TZVPD",
  "elements": ["Sn", "N", "C", "C", "C", "C", "C", "C", "C", "C", "N", "C", "H", "H", "H", "H", "H", "H", "H", "H", "C", "S", "C", "O", "H", "H", "H", "H", "H", "H", "C", "Ge", "C", "C", "C", "Se", "C", "H", "H", "H", "H", "H", "H", "H", "H", "H", "H", "H", "H", "H", "H", "C", "N", "C", "C", "C", "O", "H", "H", "H", "H", "H", "H", "H", "H", "H", "O", "O"],
  "xyz": [[0.8607, -0.7247, -1.0994], [-0.4170, 1.1583, -1.4216], [-1.5442, 0.9687, -2.3255], [-2.1356, 1.9852, -3.0054], [-3.3027, 1.7426, -3.7740], [-3.8605, 0.5012, -3.8123], [-3.2334, -0.5826, -3.1418], [-3.7290, -1.9078, -3.1546], [-3.0291, -2.9068, -2.5440], [-1.7984, -2.5960, -1.9338], [-1.3228, -1.3759, -1.8821], [-2.0419, -0.3537, -2.4401], [-0.7807, 1.3707, -0.4913], [0.1599, 1.9517, -1.6878], [-1.7416, 2.9920, -2.9359], [-3.7652, 2.5662, -4.2993], [-4.7775, 0.3235, -4.3587], [-4.6668, -2.1144, -3.6556], [-3.3830, -3.9274, -2.5476], [-1.1829, -3.3796, -1.5050], [3.7592, -1.7793, -4.6016], [2.3108, -0.7742, -4.7744], [1.3874, -1.8142, -5.8765], [1.5934, -0.8698, -3.4315], [4.2856, -1.7954, -5.5555], [3.4687, -2.7836, -4.2939], [4.3866, -1.3120, -3.8459], [1.9944, -2.0288, -6.7554], [0.4899, -1.2769, -6.1743], [1.1353, -2.7294, -5.3407], [-1.9479, 1.2819, 4.0949], [-2.0982, -0.3351, 5.1365], [-3.7115, -0.4054, 6.1982], [-0.5475, -0.6766, 6.2386], [-2.4405, -1.8463, 3.8577], [-1.1623, -2.4139, 2.5526], [0.3520, -2.8988, 3.6138], [-1.9093, 2.1488, 4.7548], [-2.8146, 1.3928, 3.4422], [-1.0477, 1.2601, 3.4839], [-3.6949, 0.3865, 6.9475], [-3.7838, -1.3594, 6.7207], [-4.6021, -0.2693, 5.5852], [-0.6167, -0.0345, 7.1179], [0.3898, -0.4415, 5.7347], [-0.5251, -1.7075, 6.5936], [-3.3219, -1.5872, 3.2666], [-2.6897, -2.7602, 4.4060], [0.3633, -2.3155, 4.5269], [1.2039, -2.6706, 2.9754], [0.2958, -3.9664, 3.8179], [4.5304, 3.8766, 0.3804], [3.4365, 3.1766, -0.2943], [2.4952, 3.9976, -1.0403], [3.3031, 1.8484, -0.2486], [4.3459, 1.0617, 0.4984], [2.3548, 1.2582, -0.8037], [4.2571, 4.9243, 0.4742], [5.4577, 3.8095, -0.1895], [4.6919, 3.4837, 1.3806], [1.7948, 4.4935, -0.3650], [1.9495, 3.3731, -1.7399], [3.0453, 4.7568, -1.5935], [5.3541, 1.3123, 0.1694], [4.1642, 0.0033, 0.3410], [4.2907, 1.2732, 1.5674], [0.3584, -1.1384, 1.0140], [-0.6404, -0.8203, 2.0493]],
  "forces_ev_per_a": [[0.9, -0.8, 0.3], [-0.5, 0.1, -0.1], [0.2, -0.2, 0.2], [-0.2, 0.1, -0.1], [0.1, 0.1, 0.1], [0.0, -0.2, 0.1], [-0.1, 0.0, -0.2], [-0.1, 0.1, -0.1], [0.1, 0.0, 0.0], [0.0, -0.1, -0.2], [-0.3, 0.5, 0.1], [0.2, -0.1, 0.1], [0.1, 0.0, 0.0], [0.1, -0.1, 0.0], [0.0, 0.0, 0.0], [0.0, 0.0, 0.0], [0.0, 0.0, 0.0], [0.0, 0.0, 0.0], [0.0, 0.0, 0.0], [0.0, 0.0, 0.0], [0.1, -0.2, 0.0], [-0.2, 0.6, 0.3], [-0.1, -0.2, -0.1], [-0.1, 0.0, -0.4], [0.0, 0.0, 0.0], [0.1, 0.0, 0.0], [0.0, 0.0, 0.0], [0.0, 0.0, 0.0], [0.0, 0.0, 0.0], [0.0, 0.0, -0.1], [0.0, 0.2, -0.1], [-0.1, -0.1, 0.0], [-0.1, 0.0, 0.1], [0.2, 0.0, 0.2], [0.0, -0.2, -0.1], [-0.2, 0.1, -0.1], [0.0, -0.1, 0.1], [0.0, 0.0, 0.0], [0.0, 0.0, 0.0], [0.0, 0.0, 0.0], [0.0, 0.0, 0.0], [0.0, 0.0, 0.0], [0.0, 0.0, 0.0], [0.0, 0.0, 0.0], [0.0, 0.0, 0.0], [0.0, 0.0, 0.0], [0.0, -0.1, 0.0], [0.0, 0.0, 0.0], [0.0, 0.0, 0.0], [0.0, 0.0, 0.0], [0.0, 0.0, 0.0], [0.0, 0.0, 0.0], [0.0, -0.1, 0.0], [0.0, 0.0, 0.0], [0.2, -0.1, 0.1], [0.0, 0.0, 0.0], [-0.3, 0.4, -0.1], [0.0, 0.0, 0.0], [0.0, 0.0, 0.0], [0.0, 0.0, 0.0], [0.0, 0.0, 0.0], [0.0, 0.0, 0.0], [0.0, 0.0, 0.0], [0.0, 0.0, 0.0], [0.0, 0.0, 0.0], [0.0, 0.0, 0.0], [-0.2, 0.1, 0.2], [0.1, 0.2, -0.3]],
  "nbo_charge": [1.500, -0.879, 0.083, -0.179, -0.187, -0.151, -0.102, -0.091, -0.259, 0.107, -0.551, 0.210, 0.419, 0.430, 0.232, 0.244, 0.238, 0.242, 0.248, 0.213, -0.823, 1.272, -0.823, -1.068, 0.255, 0.243, 0.253, 0.255, 0.251, 0.243, -1.097, 1.627, -1.088, -1.109, -1.085, 1.376, -0.843, 0.251, 0.236, 0.241, 0.254, 0.244, 0.242, 0.262, 0.236, 0.240, 0.263, 0.269, 0.259, 0.280, 0.259, -0.417, -0.390, -0.413, 0.719, -0.712, -0.761, 0.228, 0.217, 0.219, 0.209, 0.211, 0.224, 0.245, 0.244, 0.246, -0.710, -0.502],
  "homo_lumo_gap_ha": 0.301,
  "total_energy_ev": -172513.8745,
  "relative_energy_kcal_mol": 14.29,
  "lumo_ha": -0.1917,
  "total_charge": 2,
  "homo_ev": -13.40
}



{
  "formula": "C20H38AgBr2Cl3F9FeNO12S3",
  "method": "ωB97M-V/def2-TZVPD",
  "elements": ["Ag", "Fe", "O", "H", "H", "H", "C", "C", "C", "O", "H", "H", "H", "H", "H", "H", "H", "C", "C", "C", "O", "H", "H", "H", "H", "H", "H", "H", "C", "F", "F", "F", "S", "O", "O", "O", "C", "F", "F", "F", "S", "O", "O", "N", "S", "O", "O", "C", "F", "F", "F", "C", "Cl", "Cl", "Cl", "H", "C", "C", "C", "O", "C", "H", "H", "H", "H", "H", "H", "H", "H", "C", "C", "C", "O", "C", "H", "H", "H", "H", "H", "H", "H", "H", "Br", "C", "C", "Br", "H", "H", "H", "H"],
  "xyz": [[0.3888, 3.9165, -1.8607], [-0.4816, 0.2937, -3.1508], [-1.8122, -1.0177, 0.0222], [-1.6315, -0.7813, -0.9446], [-1.6230, -1.9708, 0.2261], [-1.2642, -0.4422, 0.6496], [-3.9233, -2.0488, -3.1128], [-2.5893, -2.2039, -2.4264], [-1.8396, -3.4502, -2.8275], [-1.7846, -1.0732, -2.2778], [-4.4731, -1.1881, -2.7309], [-4.4660, -2.9880, -3.0244], [-3.7617, -1.7969, -4.1681], [-2.9301, -2.4589, -1.4019], [-1.4270, -3.3032, -3.8287], [-2.4378, -4.3627, -2.8305], [-0.9895, -3.6293, -2.1688], [-3.6839, 1.8562, -2.3100], [-2.5342, 2.8346, -2.5608], [-2.5200, 3.9864, -1.6024], [-1.2606, 2.2234, -2.6886], [-4.6590, 2.3124, -2.4730], [-3.6838, 1.4338, -1.3031], [-3.4133, 1.0888, -3.0371], [-2.7078, 3.2651, -3.5572], [-2.3272, 3.6467, -0.5818], [-3.4471, 4.5599, -1.6741], [-1.7757, 4.7575, -1.8550], [2.5992, 0.3881, 0.3128], [3.5106, 1.0734, -0.3313], [2.6075, -0.9047, -0.0182], [2.7613, 0.3999, 1.6302], [0.8556, 1.0746, -0.0139], [0.0081, 0.5071, 1.0313], [0.9743, 2.5210, -0.0981], [0.4753, 0.4171, -1.2460], [1.1792, 2.2840, -5.9909], [-0.0544, 2.6563, -5.6620], [1.1230, 1.3695, -6.9307], [1.8207, 3.3574, -6.4439], [2.1524, 1.7196, -4.4216], [3.5195, 1.6855, -4.8537], [1.9177, 2.7230, -3.3967], [1.2960, 0.2603, -4.0646], [2.5235, -0.8249, -4.0055], [3.0909, -1.1250, -5.3008], [3.5001, -0.5818, -2.9732], [1.6404, -2.4224, -3.5234], [1.0204, -2.2523, -2.3643], [0.7685, -2.6597, -4.4984], [2.5151, -3.3964, -3.3874], [3.0486, 1.5648, 5.6892], [4.5599, 1.5867, 4.7333], [1.8205, 0.3735, 5.1768], [2.3967, 3.2406, 5.6321], [3.2641, 1.2807, 6.7113], [-1.2380, -0.9718, 6.7565], [-1.5733, 0.5276, 6.7285], [-1.8675, 0.7818, 5.2371], [-2.2799, -0.4968, 4.7522], [-2.3645, -1.4248, 5.8001], [-1.4298, -1.5324, 7.6755], [-0.2021, -1.1961, 6.5059], [-0.7120, 1.0957, 7.0780], [-2.5288, 0.8162, 7.1623], [-1.0542, 1.1491, 4.6102], [-2.6958, 1.4893, 5.1473], [-2.2498, -2.4577, 5.4709], [-3.2633, -1.4148, 6.4269], [0.4312, -5.1322, -0.2225], [1.3651, -4.0472, 0.2913], [0.5657, -3.3225, 1.3720], [-0.7817, -3.3752, 0.8458], [-0.9623, -4.6053, 0.1474], [0.6192, -6.0289, 0.3686], [0.5489, -5.3319, -1.2850], [1.6044, -3.2637, -0.4282], [2.3235, -4.4749, 0.5848], [0.7967, -2.2738, 1.5537], [0.5680, -3.7896, 2.3625], [-1.5803, -4.4051, -0.7301], [-1.5375, -5.2688, 0.7985], [3.0374, 4.8945, -0.4699], [3.2171, 4.8022, 1.4762], [4.6939, 4.9826, 1.8085], [4.9510, 5.0993, 3.7866], [2.7829, 3.8538, 1.7806], [2.5765, 5.6003, 1.8409], [5.1469, 5.8508, 1.3408], [5.2561, 4.0947, 1.5326]],
  "forces_ev_per_a": [[-0.3, -0.6, -0.3], [-1.7, 0.9, 1.7], [-0.2, 0.3, 3.7], [-0.2, -0.6, -2.2], [0.4, 0.1, 0.1], [-0.1, -0.3, -0.6], [0.6, 0.9, -1.2], [-0.7, -0.8, 2.3], [0.9, 0.1, -1.1], [0.9, 1.1, -1.9], [-0.1, -0.3, 0.4], [-0.2, 0.2, 0.0], [-0.1, -0.3, -0.2], [0.1, 0.1, 0.1], [-0.1, -0.2, -0.1], [-0.3, 0.2, 0.0], [0.0, 0.3, -0.2], [1.1, 0.0, -0.1], [0.4, 0.1, -1.4], [0.1, 0.5, 0.5], [0.4, -0.7, 0.6], [0.0, -0.1, -0.3], [0.2, -0.1, 0.0], [-0.9, -0.4, 0.1], [-0.5, 0.1, -0.1], [-0.2, 0.1, 0.1], [-0.2, -0.2, 0.3], [0.3, -0.1, -0.2], [-2.0, -0.3, 0.3], [0.3, -0.1, 0.2], [0.2, 0.2, -0.6], [0.7, 0.7, 0.4], [-0.5, -0.8, -0.2], [0.7, 0.9, 0.9], [0.2, -0.8, 0.8], [0.5, -0.2, -1.1], [0.3, 0.4, 0.9], [-0.1, -0.2, 0.2], [0.2, -0.3, 0.0], [0.1, -0.1, 0.0], [-0.8, 1.9, -0.3], [-0.9, -1.1, 0.0], [-0.7, -0.9, -0.5], [2.6, 1.4, -0.9], [2.4, -2.4, -0.5], [-1.1, 0.2, 0.5], [-1.1, 0.3, 0.2], [0.4, 1.7, -0.3], [-0.4, 0.0, 0.1], [-0.1, -0.6, 0.2], [0.0, -0.1, -0.3], [-0.1, 0.5, -0.3], [-0.7, -0.6, 0.3], [0.6, 0.4, -0.2], [-0.1, -0.8, 0.3], [0.2, 0.3, 0.0], [-1.7, -0.5, 0.5], [1.1, 0.2, -0.6], [-0.2, -0.4, 0.2], [-0.8, -0.3, -1.0], [1.8, -0.3, 0.8], [0.1, 0.6, 0.4], [-0.2, 0.1, -0.6], [-0.4, 0.4, 0.2], [0.4, -0.3, 1.0], [0.2, -0.2, 0.2], [0.0, 0.0, -0.1], [0.1, 0.2, -0.6], [-0.4, 0.4, -0.4], [-0.3, 0.1, 0.7], [0.7, 0.9, 0.1], [-0.6, -0.4, 0.2], [0.1, 0.5, 0.0], [-0.6, -0.2, -0.1], [0.0, -0.2, -0.3], [0.0, -0.1, 0.0], [-0.1, -0.4, -0.3], [-0.1, 0.1, 0.4], [0.2, 0.0, -0.4], [0.1, -0.3, -0.1], [0.1, -0.1, 0.4], [0.2, -0.2, 0.0], [0.1, 0.1, -0.2], [0.0, 0.4, 0.0], [-0.3, -0.6, 0.6], [-0.2, 0.2, -0.9], [0.3, -0.1, 0.0], [0.2, 0.1, 0.1], [-0.2, 0.1, 0.2], [0.0, 0.0, -0.1]],
  "mulliken_spin": [0.004, 3.799, 0.004, 0.032, 0.000, -0.001, 0.003, 0.020, -0.002, 0.034, 0.001, -0.001, -0.001, 0.005, 0.002, 0.000, -0.002, -0.001, 0.005, 0.005, 0.068, -0.001, -0.001, 0.007, -0.001, 0.000, 0.000, -0.001, 0.004, 0.000, 0.000, 0.000, -0.013, -0.002, -0.002, -0.116, 0.007, 0.000, 0.000, 0.000, -0.001, 0.006, -0.001, 0.090, 0.010, 0.004, 0.004, -0.006, 0.036, 0.003, 0.000, 0.000, 0.000, 0.000, 0.000, 0.000, 0.000, 0.000, 0.000, 0.000, 0.000, 0.000, 0.000, 0.000, 0.000, 0.000, 0.000, 0.000, 0.000, 0.000, 0.000, 0.000, 0.000, -0.001, 0.000, 0.000, 0.000, 0.000, 0.000, 0.000, 0.000, 0.000, 0.000, 0.000, 0.000, 0.000, 0.000, 0.000, 0.000, 0.000],
  "homo_lumo_gap_ha": [0.315, 0.304],
  "total_energy_ev": -320415.1684,
  "spin_multiplicity": 5,
  "lumo_ha": [-0.0130, -0.0141],
  "total_charge": 0,
  "homo_ev": [-8.93, -8.67]
}